The following is a quantum chemistry calculation of a 2-piece molecular cluster, C7H13F2P2 overall, from the OMol25 dataset.

Structure (ORCA input):
```
! RIJCOSX wB97M-V def2-TZVPD def2/J DEFGRID3
* xyz 1 1
C -2.686 -1.115 -0.602
C -2.068 -1.745 -1.416
C -0.077 -0.609 1.712
C 1.191 2.240 -0.959
C 1.646 -1.668 -0.875
C 1.370 0.054 1.723
C 0.101 1.191 -0.609
F -2.899 1.260 0.044
F -3.190 -0.354 1.814
P -3.818 -0.086 0.235
P 0.793 -0.297 0.028
H -0.876 0.071 1.992
H -1.504 -2.378 -2.096
H -0.255 -1.645 2.109
H 1.575 2.545 -0.025
H 1.979 2.066 -1.768
H 0.661 3.066 -1.410
H 2.442 -2.020 -0.128
H 2.118 -1.357 -1.862
H 0.897 -2.370 -0.996
H 2.327 -0.576 2.100
H 1.450 1.105 2.053
H -0.662 0.991 -1.316
H -0.514 1.629 0.253
*
```

Calculated total energy (eV): -31473.5911
HOMO-LUMO gap (eV): 10.91
HOMO level (eV): -14.12
Max |F| (hartree/bohr): 0.0693